(1)
Computed, not measured: C6H6ClF in the gas phase, with ωB97M-V with the def2-TZVPD basis set.

Each atom is followed by the atoms it is bonded to, with distances in Å.
Atoms and positions in Å:
1 F -1.60 1.69 0.00  C2 1.366
2 C -1.14 0.41 -0.01  F1 1.366, Cl3 1.776, C4 1.549, C7 1.554
3 Cl -2.57 -0.64 -0.01  C2 1.776
4 C 0.01 0.19 -1.03  C2 1.549, C5 1.514, C8 1.557, H9 1.089
5 C 0.42 -1.23 -0.67  C4 1.514, C6 1.345, H10 1.087
6 C 0.41 -1.24 0.67  C5 1.345, C7 1.527, H11 1.100
7 C 0.00 0.19 1.03  C2 1.554, C6 1.527, C8 1.563, H12 1.101
8 C 0.87 0.98 0.00  C4 1.557, C7 1.563, H13 1.073, H14 1.073
9 H -0.09 0.49 -2.07  C4 1.089
10 H 0.60 -2.05 -1.36  C5 1.087
11 H 0.59 -2.08 1.36  C6 1.100
12 H -0.13 0.49 2.08  C7 1.101
13 H 1.92 0.76 0.01  C8 1.073
14 H 0.70 2.04 0.01  C8 1.073

Values from the calculation:
Structure (SMILES) = F[C@@]1(Cl)[C@@H]2C=C[C@H]1C2
E_tot = -21557.2830 eV

Atomic partial charges in e from the Löwdin method, atoms 1 to 8: -0.012, -0.795, 0.688, -0.208, -0.072, -0.064, -0.202, -0.066

=====

(2)
Computed, not measured: C6H6ClN in the gas phase, with ωB97M-V with the def2-TZVPD basis set.

Each atom is followed by the atoms it is bonded to, with distances in Å.
Atoms and positions in Å:
1 C -1.84 -0.09 0.48  C2 1.497, H9 1.116, H10 1.091, H11 1.085
2 C -1.04 1.18 0.41  C1 1.497, C3 1.331, H12 1.085
3 C 0.20 1.30 -0.08  C2 1.331, Cl4 1.755, C5 1.470
4 Cl 0.94 2.89 -0.15  C3 1.755
5 C 1.08 0.26 -0.62  C3 1.470, C6 1.338, H13 1.065
6 C 1.24 -0.94 -0.05  C5 1.338, C7 1.445, H14 1.098
7 C 2.08 -1.96 -0.63  C6 1.445, N8 1.157
8 N 2.75 -2.78 -1.10  C7 1.157
9 H -1.90 -0.46 1.53  C1 1.116
10 H -2.87 0.13 0.20  C1 1.091
11 H -1.45 -0.87 -0.17  C1 1.085
12 H -1.53 2.07 0.78  C2 1.085
13 H 1.61 0.50 -1.51  C5 1.065
14 H 0.73 -1.21 0.89  C6 1.098

Values from the calculation:
Structure (SMILES) = C/C=C(Cl)\C=C\C#N
E_tot = -20330.4644 eV

Atomic partial charges in e from the Löwdin method, atoms 1 to 8: -0.093, -0.172, -0.670, 0.652, -0.123, -0.090, -0.217, 0.144

=====

Table of LUMO (eV), in record order: 1.02 -0.22
Table of energy relative to the best compared isomer or geometry (same formula, charge and spin) (eV), in record order: 0.878 1.525
Table of HOMO energy (eV), in record order: -9.4106 -9.5556